The following is a quantum chemistry calculation of a structure of composition C3H4F3NaO3 at a distorted geometry, from the OMol25 dataset.

The multiplicity is 1. As for the maximum force: 1.02 eV Å⁻¹. The value obtained for the HOMO-LUMO gap is 8.307 eV. As for the HOMO energy: -9.0 eV.

Each line ends with the Mulliken charge.
Geometry (Å):
Na1 0.27 -0.58 0.43  1.05
F1 -1.88 1.53 -4.04  -0.23
F2 0.11 0.95 -3.46  -0.25
F3 -1.36 -0.58 -3.91  -0.26
O1 -2.83 0.92 -1.66  -0.58
O2 -0.85 0.07 -1.04  -0.84
O3 1.22 -1.25 2.36  -0.51
C1 -1.69 0.56 -1.86  0.27
C2 -1.19 0.64 -3.33  0.82
C3 1.68 -0.24 3.27  -0.55
H1 0.84 0.22 3.79  0.29
H2 2.38 -0.66 3.98  0.30
H3 1.11 -2.09 2.81  0.28
H4 2.20 0.51 2.67  0.22

The following is a quantum chemistry calculation of a cluster of 2 separate species, C15H22O3 in total at a distorted geometry, from the OMol25 dataset.

For the energy above the lowest of the compared OMol25 structures with the same formula, charge and spin, the calculation gives 1296.9 kJ/mol. The multiplicity is 1. As for the maximum force: 17.77 eV Å⁻¹. The value obtained for the HOMO-LUMO gap is 8.555 eV. As for the HOMO energy: -8.1 eV.

Each line ends with the Mulliken charge.
Geometry (Å):
O1 -1.32 1.63 0.29  -0.46
O2 5.28 -0.91 0.34  -0.56
O3 4.96 0.38 -1.37  -0.68
C1 -4.01 -1.15 -0.44  -0.39
C2 3.09 0.01 -0.02  1.00
C3 -2.50 -3.14 -0.02  -1.86
C4 3.18 0.43 1.71  -1.73
C5 -2.73 -1.69 -0.13  0.40
C6 2.23 1.18 -0.80  -0.69
C7 2.45 -1.33 0.13  -1.46
C8 -2.22 0.53 0.17  0.74
C9 -1.98 -0.87 0.30  -0.01
C10 -3.79 2.50 -0.30  -1.71
C11 0.75 1.18 -0.73  0.23
C12 4.45 -0.07 -0.32  0.27
C13 0.14 1.24 0.57  -1.35
C14 -4.39 0.09 -0.45  -0.75
C15 -3.44 0.88 -0.32  1.17
H1 6.31 -0.76 -0.19  0.44
H2 2.39 -1.46 -1.34  0.24
H3 -5.41 0.65 -0.61  0.20
H4 0.49 1.89 -1.50  0.36
H5 3.63 1.36 1.62  0.57
H6 -4.92 -1.95 -0.79  -0.04
H7 -3.58 2.89 0.81  0.26
H8 2.71 0.85 -1.84  0.32
H9 0.21 0.58 1.25  0.74
H10 -2.17 -3.28 0.92  0.49
H11 3.70 -0.25 2.27  0.46
H12 3.18 -2.30 0.41  0.27
H13 -1.87 -3.36 -0.66  0.54
H14 0.56 2.15 1.09  0.40
H15 2.22 0.53 2.11  0.43
H16 1.62 -1.42 0.43  0.56
H17 -0.92 -1.09 0.24  -0.02
H18 0.42 -0.03 -1.01  0.05
H19 2.63 2.16 -0.28  0.28
H20 -4.76 2.76 -0.41  0.51
H21 -3.46 -3.71 -0.20  0.37
H22 -3.13 2.90 -0.92  0.41

The following is a quantum chemistry calculation of a structure of composition C27H42BrClN2O7Ti at a distorted geometry, from the OMol25 dataset.

The multiplicity is 1. As for the maximum force: 2.43 eV Å⁻¹. The total charge is +2. The value obtained for the HOMO-LUMO gap is 8.199 eV. As for the HOMO energy: -14.7 eV.

Each line ends with the Mulliken charge.
Geometry (Å):
Br1 0.06 -1.02 -2.30  0.09
Ti1 -0.28 -0.03 0.49  -1.72
Cl1 1.87 0.96 2.33  2.17
O1 2.17 -0.40 2.61  -0.71
O2 0.49 -1.77 0.96  0.53
O3 2.42 3.29 -3.90  -0.51
O4 2.61 1.44 1.25  -0.57
O5 1.92 1.76 3.46  -0.68
O6 1.86 -0.54 -0.16  -0.49
O7 0.44 0.94 1.88  -0.29
N1 2.36 -3.27 2.14  0.10
N2 0.27 1.33 -0.97  0.99
C1 -2.06 0.39 1.92  -1.18
C2 -3.44 -2.02 3.38  -1.55
C3 -2.36 0.32 -0.32  -0.32
C4 1.27 1.40 -3.16  -0.65
C5 0.59 0.78 -2.14  0.32
C6 2.36 -4.71 1.75  -0.42
C7 -1.86 3.45 1.87  -1.56
C8 -3.04 -2.13 -0.72  1.96
C9 -1.01 -1.57 3.74  -2.04
C10 -3.50 -1.57 -2.08  -1.99
C11 -2.38 -1.04 0.13  0.74
C12 -4.34 -2.52 0.01  -1.68
C13 2.79 -2.48 0.94  -0.45
C14 -2.06 -2.02 2.69  1.65
C15 1.41 3.31 -1.71  -0.82
C16 -2.14 -3.35 -0.98  -1.38
C17 -2.68 2.66 0.85  1.27
C18 1.67 -1.52 0.56  0.07
C19 -1.73 -3.46 2.29  -1.44
C20 -2.61 3.33 -0.53  -1.67
C21 3.09 -3.52 -0.16  -0.64
C22 3.40 -4.78 0.64  -0.75
C23 -2.10 -1.00 1.56  -0.10
C24 -2.25 1.21 0.79  1.82
C25 0.70 2.59 -0.78  -0.74
C26 1.72 2.72 -2.95  0.59
C27 -4.15 2.64 1.31  -1.71
H1 -1.30 -3.38 -0.29  0.01
H2 0.46 3.04 0.18  0.39
H3 3.93 -3.20 -0.79  0.45
H4 -4.24 2.19 2.29  0.34
H5 -2.47 -3.86 1.61  0.16
H6 -2.95 4.36 -0.44  0.52
H7 -4.30 -0.85 -1.95  0.41
H8 -2.71 -4.27 -0.89  0.41
H9 4.41 -4.74 1.05  0.32
H10 1.38 -4.97 1.35  0.15
H11 -1.74 -3.31 -1.99  0.39
H12 -3.27 2.83 -1.23  0.36
H13 2.59 -5.35 2.60  0.48
H14 -4.19 -2.46 2.73  0.29
H15 -2.06 4.51 1.77  0.48
H16 -0.08 -1.25 3.27  0.52
H17 -2.00 0.76 2.94  0.56
H18 -4.53 3.65 1.36  0.46
H19 -1.60 3.34 -0.93  0.30
H20 3.00 -3.10 2.91  0.45
H21 1.43 -2.94 2.42  -0.18
H22 2.22 -3.67 -0.81  0.25
H23 -2.69 -1.13 -2.66  0.35
H24 -3.75 -1.00 3.61  0.29
H25 -3.90 -2.40 -2.66  0.51
H26 3.31 -5.68 0.04  0.42
H27 -2.13 3.17 2.89  0.36
H28 1.72 4.32 -1.49  0.41
H29 -1.74 -4.09 3.18  0.59
H30 -0.75 -3.53 1.82  -0.01
H31 -5.02 -2.97 -0.71  0.59
H32 -4.76 2.07 0.61  0.37
H33 -4.83 -1.64 0.42  0.28
H34 -4.18 -3.24 0.80  0.25
H35 3.68 -1.89 1.17  0.70
H36 -1.39 -0.75 4.34  0.35
H37 -0.79 3.29 1.76  0.20
H38 -2.64 0.63 -1.31  0.66
H39 -3.41 -2.60 4.29  0.51
H40 -0.80 -2.39 4.42  0.49
H41 1.49 0.89 -4.08  0.55
H42 2.75 4.17 -3.68  0.34

The following is a quantum chemistry calculation of a cluster of 3 separate species, C20H37ClN3O3P in total at a distorted geometry, from the OMol25 dataset.

For the energy above the lowest of the compared OMol25 structures with the same formula, charge and spin, the calculation gives 455.9 kJ/mol. The multiplicity is 1. As for the maximum force: 12.49 eV Å⁻¹. The value obtained for the HOMO-LUMO gap is 9.437 eV. As for the HOMO energy: -9.4 eV. As for the SMILES: CCCCCC[C@](C#N)([C@H](C#N)CCCCN)P(O)Cl.CC(C)=O.CC(C)=O.

Each line ends with the Mulliken charge.
Geometry (Å):
Cl1 -2.82 -0.22 1.86  -0.23
P1 -1.61 0.13 0.10  0.31
O1 -2.61 -0.47 -1.19  -0.44
O2 3.54 -2.70 4.58  -0.58
O3 -2.13 -4.69 -2.69  -0.55
N1 -3.40 3.48 1.37  -0.59
N2 -0.03 0.95 3.50  -0.55
N3 4.93 2.09 1.30  -0.70
C1 -0.89 2.54 -1.54  -0.60
C2 -1.25 2.00 -0.03  0.75
C3 -1.01 -1.14 -4.56  -0.46
C4 0.43 3.88 1.10  -0.70
C5 0.12 2.28 0.88  0.08
C6 3.05 -1.82 5.29  0.73
C7 -2.06 2.34 -2.66  -0.51
C8 3.61 2.26 2.02  -0.15
C9 -0.15 -2.37 -3.82  -0.68
C10 -1.62 1.50 -4.00  -0.72
C11 1.88 -1.00 4.82  -0.86
C12 3.60 -1.53 6.66  -1.06
C13 3.05 3.80 2.01  -0.60
C14 -3.97 -6.12 -3.18  -1.11
C15 -3.13 -5.27 -2.27  0.79
C16 -2.48 2.86 0.67  0.02
C17 -0.62 0.23 -3.72  -0.17
C18 -3.55 -5.17 -0.83  -1.06
C19 2.04 4.11 0.73  -0.57
C20 0.09 1.56 2.35  -0.46
H1 2.86 1.46 1.59  0.11
H2 -3.55 -6.11 -4.19  0.28
H3 3.95 -0.49 6.70  0.30
H4 -1.18 2.30 -4.77  0.27
H5 -3.54 -6.16 -0.37  0.35
H6 -4.55 -4.73 -0.77  0.32
H7 4.45 -2.19 6.86  0.30
H8 2.26 5.24 0.42  0.31
H9 -2.61 1.08 -4.49  0.27
H10 0.70 -1.84 -3.17  0.23
H11 -0.29 4.61 0.52  0.39
H12 -0.73 3.72 -1.43  0.32
H13 0.43 -3.04 -4.60  0.32
H14 0.32 4.08 2.27  0.42
H15 -2.16 -1.19 -1.73  0.30
H16 1.01 1.81 0.25  0.51
H17 -3.98 -7.16 -2.82  0.34
H18 1.58 -1.32 3.81  0.26
H19 3.81 1.98 3.16  0.20
H20 4.67 1.79 0.31  0.27
H21 2.15 0.05 4.78  0.21
H22 -0.44 -0.01 -2.57  -0.01
H23 -0.82 -3.00 -3.08  0.07
H24 0.16 2.11 -1.82  0.41
H25 5.36 1.21 1.74  0.29
H26 -2.38 3.42 -3.05  0.31
H27 -3.06 1.91 -2.16  0.30
H28 2.46 3.95 3.04  0.29
H29 3.96 4.56 2.02  0.33
H30 2.83 -1.70 7.41  0.31
H31 -0.57 -1.09 -5.66  0.29
H32 2.40 3.44 -0.17  0.24
H33 0.45 0.55 -4.13  0.29
H34 -4.99 -5.73 -3.22  0.33
H35 -2.16 -1.37 -4.61  0.32
H36 -2.85 -4.52 -0.29  0.26
H37 1.03 -1.15 5.49  0.38

The following is a quantum chemistry calculation of a cluster of 2 separate species, C9H16IN4O4P in total at a distorted geometry, from the OMol25 dataset.

For the energy above the lowest of the compared OMol25 structures with the same formula, charge and spin, the calculation gives 0.0 kJ/mol. The multiplicity is 1. As for the maximum force: 4.45 eV Å⁻¹. The value obtained for the HOMO-LUMO gap is 7.951 eV. As for the HOMO energy: -9.3 eV. As for the SMILES: CC(=O)OCCCCCc1nnc(P(O)I)nn1.O.

Each line ends with the Mulliken charge.
Geometry (Å):
I1 -5.74 -0.54 1.90  -0.01
P1 -4.46 -0.10 -0.18  0.06
O1 -0.09 3.06 -2.43  -0.52
O2 2.20 2.53 -2.48  -0.34
O3 -4.29 1.61 -0.21  -0.43
O4 -4.43 -1.88 5.11  -0.61
N1 -2.63 -2.20 -0.29  -0.27
N2 -1.44 -2.73 -0.15  -0.27
N3 -1.71 0.05 0.35  -0.36
N4 -0.52 -0.47 0.50  0.04
C1 2.19 -1.43 0.50  -0.71
C2 2.27 1.07 -2.48  -0.52
C3 -2.69 -0.85 -0.01  0.55
C4 -0.46 -1.84 0.26  0.34
C5 2.86 0.61 -1.05  -0.16
C6 1.00 -2.50 0.49  -0.60
C7 1.02 3.00 -1.85  0.61
C8 1.06 3.51 -0.32  -0.78
C9 2.69 -0.99 -0.96  -0.71
H1 -4.63 2.01 0.63  0.31
H2 1.15 -3.26 -0.34  0.31
H3 2.16 3.41 -0.01  0.30
H4 3.09 -1.96 0.99  0.39
H5 2.23 1.05 -0.21  0.01
H6 0.50 2.77 0.35  0.20
H7 -4.89 -1.61 4.31  0.21
H8 0.90 -3.06 1.50  0.33
H9 2.98 0.67 -3.29  0.28
H10 1.95 -0.55 1.19  0.37
H11 0.67 4.58 -0.21  0.31
H12 1.23 0.60 -2.60  0.34
H13 -3.93 -2.67 4.84  0.31
H14 3.74 -1.43 -1.14  0.34
H15 2.05 -1.37 -1.82  0.43
H16 3.95 0.93 -0.89  0.24

The following is a quantum chemistry calculation of a cluster of 2 separate species, C4H8N2O2 in total at a distorted geometry, from the OMol25 dataset.

For the energy above the lowest of the compared OMol25 structures with the same formula, charge and spin, the calculation gives 244.9 kJ/mol. The multiplicity is 1. As for the maximum force: 2.70 eV Å⁻¹. The value obtained for the HOMO-LUMO gap is 9.705 eV. As for the HOMO energy: -9.2 eV. As for the SMILES: NC(=O)O.C=CN=C.

Each line ends with the Mulliken charge.
Geometry (Å):
O1 2.75 0.05 -1.33  -0.52
O2 0.58 0.78 -1.64  -0.46
N1 1.08 -1.49 -1.72  -0.45
N2 -2.38 0.65 1.63  -0.45
C1 -0.60 -0.92 2.10  -0.50
C2 -1.91 1.29 0.60  -0.25
C3 -1.45 0.04 2.49  0.00
C4 1.58 -0.21 -1.53  0.64
H1 0.04 0.64 -2.40  0.31
H2 1.78 -2.17 -1.63  0.24
H3 0.19 -1.68 -1.30  0.26
H4 -0.86 1.53 0.44  0.26
H5 -0.45 -1.21 1.07  0.05
H6 0.22 -1.24 2.75  0.25
H7 -1.51 0.30 3.55  0.31
H8 -2.55 1.89 -0.02  0.31